# 1
Entry from OMol25: the ion C8H5O2S with charge -1 (wB97M-V/def2-TZVPD).

```
16
C8H5O2S, DFT wB97M-V/def2-TZVPD
C 0.660 -0.883 -2.199
C -0.372 -0.881 -3.084
C 0.270 -0.366 -0.942
C -1.035 0.016 -0.899
C 0.942 -0.157 0.376
C -1.275 0.627 0.766
C -0.009 0.418 1.272
C 0.334 0.762 2.697
O -2.342 1.063 1.149
O 2.122 -0.452 0.607
S -1.832 -0.237 -2.389
H 1.653 -1.228 -2.433
H -0.392 -1.227 -4.101
H 1.391 0.560 2.862
H -0.248 0.168 3.407
H 0.133 1.815 2.911
```

HOMO energy (alpha / beta) (eV): -0.8 / -4.4
Charge: -1
M (g/mol): 165.19
Multiplicity: 3
Kohn-Sham gap (alpha / beta) (eV): 4.10 / 6.76

# 2
Entry from OMol25: a cluster of 2 separate species, C3HN3O2 in total (wB97M-V/def2-TZVPD).

```
9
C3HN3O2, DFT wB97M-V/def2-TZVPD
C 1.082 0.213 0.867
C 0.298 -1.350 -0.625
C -0.030 -0.588 0.554
N 2.046 0.786 1.032
N 0.664 -1.636 -1.690
N -0.990 0.922 -0.342
O -2.119 0.611 -0.527
O -0.341 1.844 -0.674
H -0.610 -0.802 1.406
```

HOMO energy (alpha / beta) (eV): -11.0 / -11.0
Charge: 0
Energy relative to the best compared isomer or geometry (same formula, charge and spin) (kJ/mol): 470.2
M (g/mol): 111.06
Multiplicity: 1
Kohn-Sham gap (alpha / beta) (eV): 8.98 / 8.98

# 3
Entry from OMol25: the molecule C16H21ClN6O (wB97M-V/def2-TZVPD).

```
45
C16H21ClN6O, DFT wB97M-V/def2-TZVPD
Cl 4.843 -3.397 -0.640
N -4.525 2.074 0.242
N -2.452 2.596 -0.520
N -2.812 0.555 0.567
O -4.196 3.932 -1.048
C -3.698 2.760 -0.501
C -3.985 1.056 0.783
C -2.021 1.413 -0.016
C 1.179 -5.184 -0.769
C 0.206 -4.099 -0.747
C 2.516 -5.001 -0.645
C 0.788 -2.804 -0.440
C 3.127 -3.718 -0.608
C 2.162 -2.642 -0.424
N -4.861 0.241 1.488
N 2.716 -1.404 0.057
N 1.769 1.251 0.266
C -3.878 5.069 -0.104
C -0.613 1.209 -0.374
C 0.474 1.961 0.445
C 2.357 -0.956 1.373
C 3.188 -0.441 -0.946
C 2.329 0.569 1.499
C 2.278 0.755 -1.033
H 0.825 -6.223 -0.834
H -0.857 -4.369 -0.588
H 3.167 -5.851 -0.668
H 0.090 -1.933 -0.143
H -5.799 0.586 1.306
H -4.593 -0.739 1.334
H -4.381 5.978 -0.534
H -2.807 5.337 -0.236
H -4.113 4.952 0.878
H -0.489 0.109 -0.245
H -0.324 1.333 -1.457
H 0.497 3.028 0.075
H 0.309 1.820 1.507
H 3.068 -1.463 2.031
H 1.434 -1.272 1.818
H 4.251 -0.103 -0.695
H 3.207 -0.922 -2.002
H 3.336 0.892 1.392
H 1.930 0.966 2.413
H 1.485 0.476 -1.780
H 2.872 1.605 -1.479
```

HOMO energy (eV): -7.9
Charge: 0
Energy relative to the best compared isomer or geometry (same formula, charge and spin) (kJ/mol): 442.2
M (g/mol): 348.84
Multiplicity: 1
SMILES string: COc1nc(N)nc(CCN2CCN(c3ccccc3Cl)CC2)n1
Kohn-Sham gap (eV): 8.50

# 4
Entry from OMol25: the molecule C8H8ClNO3 (wB97M-V/def2-TZVPD).

```
21
C8H8ClNO3, DFT wB97M-V/def2-TZVPD
C 0.471 1.798 2.149
C 0.471 -0.263 -1.271
C -1.781 -0.235 -2.303
C -0.635 0.341 -2.037
C 0.562 -0.386 0.068
C -0.565 -0.167 1.116
C -0.682 1.289 1.486
C 1.787 -0.908 0.719
N 1.304 2.344 2.708
O -1.857 -0.691 0.672
O -1.603 1.969 1.126
O 2.890 -1.118 -0.133
Cl -0.372 2.006 -2.507
H 1.268 -0.512 -1.996
H -2.679 0.230 -2.689
H -0.378 -0.646 2.153
H 1.545 -1.800 1.208
H 1.956 -0.175 1.590
H -1.823 -1.366 -2.051
H -2.375 0.119 0.695
H 2.497 -1.830 -0.703
```

HOMO energy (eV): -9.7
Charge: 0
Energy relative to the best compared isomer or geometry (same formula, charge and spin) (kJ/mol): 304.8
M (g/mol): 201.61
Multiplicity: 1
SMILES string: C=C(Cl)/C=C(/CO)[C@H](O)C(=O)C#N
Kohn-Sham gap (eV): 8.65

no.,strongest force on any atom (eV/A)
1,6.95
2,3.47
3,5.62
4,2.93